(1)
{
  "formula": "C3H4NiO2",
  "method": "wB97M-V/def2-TZVPD",
  "spin_multiplicity": 4,
  "homo_lumo_gap_ev": [7.739, 8.839],
  "e_lumo_ev": [-6.308, -6.743],
  "charge": 1,
  "homo_energy_ev": [-14.05, -15.58],
  "e_above_lowest_kj_mol": 155.1,
  "energy_ha": -1775.0023,
  "elements": ["H", "O", "O", "C", "C", "C", "H", "H", "H", "Ni"],
  "xyz": [[1.832, 1.829, 0.489], [0.094, -1.311, 0.412], [2.222, -1.302, -0.382], [-0.097, -0.033, 0.031], [-1.493, 0.355, 0.091], [1.285, -1.855, 0.081], [-1.552, 1.380, 0.491], [-1.798, 0.472, -0.970], [-2.161, -0.358, 0.589], [1.668, 0.822, -0.833]]
}



(2)
{
  "formula": "C21H52N9O6SSi",
  "method": "wB97M-V/def2-TZVPD",
  "spin_multiplicity": 2,
  "homo_lumo_gap_ev": [8.321, 9.327],
  "e_lumo_ev": [0.651, 0.651],
  "charge": 0,
  "homo_energy_ev": [-7.67, -8.68],
  "energy_ha": -2463.3933,
  "elements": ["C", "C", "C", "C", "C", "C", "C", "C", "S", "C", "C", "O", "Si", "C", "C", "C", "C", "C", "C", "C", "N", "O", "H", "H", "H", "H", "H", "H", "H", "H", "H", "H", "H", "H", "H", "H", "H", "H", "H", "H", "H", "H", "H", "H", "H", "H", "H", "H", "H", "H", "H", "H", "H", "H", "H", "H", "H", "H", "C", "O", "N", "N", "H", "H", "H", "H", "C", "O", "N", "N", "H", "H", "H", "H", "C", "O", "N", "N", "H", "H", "H", "H", "C", "O", "N", "N", "H", "H", "H", "H"],
  "xyz": [[-1.540, -0.629, -3.168], [-0.467, 0.209, -2.350], [0.687, -0.837, -2.094], [-1.115, 0.584, -0.972], [-1.150, 2.096, -0.540], [-2.674, 2.528, -0.411], [-3.346, 2.181, 0.947], [-3.795, 0.675, 1.065], [-4.532, 0.409, 2.728], [-0.360, 2.459, 0.751], [-0.352, 1.396, 1.889], [0.773, 0.532, 1.675], [1.458, -0.113, 3.104], [3.182, 0.653, 3.323], [1.761, -1.978, 2.743], [0.355, -0.046, 4.643], [-0.593, 3.113, -1.652], [0.529, 2.470, -2.521], [0.884, 3.533, -3.640], [1.855, 2.176, -1.771], [-0.067, 1.322, -3.224], [-1.032, 1.703, -3.997], [-1.224, -0.815, -4.208], [-1.568, -1.620, -2.657], [-2.538, -0.170, -3.070], [1.469, -0.455, -1.412], [1.138, -1.190, -3.042], [0.235, -1.724, -1.607], [-0.652, -0.091, -0.216], [-2.172, 0.236, -1.023], [-2.679, 3.638, -0.506], [-3.240, 2.146, -1.288], [-4.305, 2.750, 0.982], [-2.784, 2.496, 1.845], [-4.568, 0.545, 0.277], [-2.970, -0.035, 0.886], [-5.483, -0.573, 2.622], [-0.833, 3.380, 1.165], [0.695, 2.749, 0.570], [-1.268, 0.769, 1.849], [-0.325, 1.944, 2.858], [3.197, 1.677, 3.741], [3.811, -0.069, 3.881], [3.620, 0.718, 2.298], [0.821, -2.529, 2.970], [2.592, -2.374, 3.357], [2.006, -2.070, 1.661], [0.430, 0.971, 5.098], [-0.709, -0.291, 4.473], [0.820, -0.727, 5.392], [-0.204, 4.000, -1.096], [-1.446, 3.487, -2.254], [-0.013, 3.993, -4.081], [1.484, 4.324, -3.134], [1.546, 3.048, -4.383], [1.626, 1.558, -0.876], [2.309, 3.108, -1.378], [2.577, 1.581, -2.368], [2.735, -2.412, 7.298], [3.117, -1.867, 6.274], [1.597, -3.161, 7.345], [3.414, -2.316, 8.476], [1.264, -3.617, 8.172], [1.073, -3.253, 6.494], [4.256, -1.771, 8.475], [3.120, -2.754, 9.327], [0.985, -4.822, -2.937], [0.597, -4.169, -1.976], [1.799, -5.909, -2.799], [0.638, -4.520, -4.213], [2.129, -6.459, -3.569], [2.075, -6.160, -1.868], [0.037, -3.729, -4.350], [0.939, -5.041, -5.012], [-2.643, -5.737, -5.890], [-1.538, -5.249, -5.702], [-3.143, -5.960, -7.139], [-3.464, -6.096, -4.865], [-4.045, -6.358, -7.315], [-2.563, -5.706, -7.916], [-3.126, -5.943, -3.933], [-4.373, -6.497, -4.993], [1.284, 6.074, 0.849], [0.402, 5.457, 0.270], [2.594, 5.992, 0.485], [1.028, 6.894, 1.907], [3.333, 6.487, 0.944], [2.817, 5.396, -0.291], [0.073, 6.977, 2.201], [1.734, 7.409, 2.397]]
}



(3)
{
  "formula": "C67H52AlBrN2P3Si",
  "method": "wB97M-V/def2-TZVPD",
  "homo_lumo_gap_ev": 7.750,
  "e_lumo_ev": -2.202,
  "charge": 1,
  "homo_energy_ev": -9.95,
  "e_above_lowest_kj_mol": 181.0,
  "energy_ha": -6823.6545,
  "elements": ["Al", "C", "C", "C", "C", "C", "C", "P", "C", "C", "C", "C", "C", "C", "C", "C", "C", "C", "C", "C", "Si", "C", "C", "C", "C", "C", "C", "P", "C", "C", "C", "C", "C", "C", "C", "C", "C", "C", "C", "C", "C", "C", "C", "C", "C", "C", "P", "C", "C", "C", "C", "C", "C", "C", "C", "C", "C", "C", "C", "H", "H", "H", "H", "H", "H", "H", "H", "H", "H", "H", "H", "H", "H", "H", "H", "H", "H", "H", "H", "H", "H", "H", "H", "H", "H", "H", "H", "H", "H", "H", "H", "H", "H", "H", "H", "H", "H", "H", "H", "H", "H", "C", "C", "C", "C", "C", "C", "C", "C", "N", "H", "H", "H", "H", "H", "H", "Br", "C", "C", "C", "N", "C", "C", "H", "H", "H", "H"],
  "xyz": [[-0.189, -0.061, 0.448], [-3.254, -5.874, -1.008], [-3.047, -5.013, 0.056], [-2.383, -3.811, -0.143], [-1.913, -3.464, -1.405], [-2.144, -4.332, -2.476], [-2.804, -5.530, -2.278], [-1.071, -1.865, -1.649], [-1.813, -1.349, -3.237], [-1.055, -0.924, -4.321], [-1.676, -0.541, -5.503], [-3.056, -0.580, -5.612], [-3.821, -1.000, -4.531], [-3.204, -1.378, -3.351], [0.644, -2.264, -2.142], [1.047, -3.567, -2.422], [2.341, -3.833, -2.844], [3.240, -2.791, -3.008], [2.852, -1.496, -2.701], [1.565, -1.202, -2.242], [1.222, 0.472, -1.425], [0.387, 1.910, -2.375], [0.892, 2.242, -3.738], [0.330, 3.145, -4.531], [-0.861, 4.668, -2.852], [-1.405, 4.288, -1.510], [-1.114, 2.830, -1.132], [-1.517, 2.099, 0.495], [-1.384, 3.462, 1.668], [-2.318, 4.502, 1.656], [-2.168, 5.579, 2.509], [-1.085, 5.629, 3.378], [-0.155, 4.603, 3.396], [-0.304, 3.517, 2.542], [-3.233, 1.514, 0.530], [-3.721, 0.760, -0.536], [-4.974, 0.177, -0.459], [-5.741, 0.315, 0.690], [-5.250, 1.043, 1.763], [-4.001, 1.642, 1.687], [2.895, 1.123, -0.819], [3.797, 1.721, -1.706], [5.082, 2.061, -1.319], [5.514, 1.779, -0.029], [4.638, 1.205, 0.872], [3.323, 0.920, 0.503], [2.188, 0.173, 1.724], [3.032, -1.412, 2.051], [3.322, -2.201, 0.937], [3.940, -3.429, 1.093], [4.273, -3.885, 2.363], [3.987, -3.105, 3.470], [3.367, -1.871, 3.318], [2.306, 1.133, 3.263], [1.580, 0.648, 4.354], [1.554, 1.343, 5.550], [2.237, 2.545, 5.670], [2.930, 3.052, 4.582], [2.963, 2.356, 3.382], [-3.773, -6.810, -0.854], [-3.404, -5.271, 1.043], [-2.233, -3.144, 0.695], [-1.815, -4.059, -3.471], [-2.975, -6.195, -3.113], [0.026, -0.896, -4.257], [-1.074, -0.215, -6.339], [-3.537, -0.289, -6.535], [-4.900, -1.040, -4.610], [-3.805, -1.730, -2.521], [0.351, -4.386, -2.308], [2.640, -4.851, -3.051], [4.246, -2.987, -3.350], [3.585, -0.704, -2.787], [1.750, 1.702, -4.116], [0.735, 3.331, -5.515], [-1.058, 5.719, -3.029], [-2.115, 4.929, -1.010], [-3.169, 4.459, 0.987], [-2.893, 6.379, 2.499], [-0.970, 6.473, 4.045], [0.685, 4.636, 4.073], [0.419, 2.712, 2.566], [-3.115, 0.620, -1.424], [-5.352, -0.390, -1.297], [-6.716, -0.147, 0.749], [-5.838, 1.148, 2.664], [-3.630, 2.201, 2.535], [3.501, 1.914, -2.728], [5.756, 2.520, -2.029], [6.529, 2.002, 0.268], [4.979, 0.969, 1.872], [3.072, -1.861, -0.063], [4.164, -4.027, 0.220], [4.752, -4.846, 2.490], [4.240, -3.457, 4.460], [3.162, -1.272, 4.194], [1.031, -0.284, 4.265], [0.998, 0.947, 6.389], [2.220, 3.087, 6.604], [3.453, 3.995, 4.664], [3.493, 2.779, 2.543], [-1.141, -0.969, 1.917], [-0.475, -2.162, 2.531], [0.211, -3.087, 1.746], [0.832, -4.188, 2.303], [0.804, -4.368, 3.683], [0.127, -3.456, 4.490], [-0.511, -2.375, 3.911], [1.525, -5.458, 4.270], [2.132, -6.309, 4.742], [-1.289, -0.192, 2.684], [-2.152, -1.213, 1.564], [0.275, -2.947, 0.669], [1.364, -4.891, 1.679], [0.104, -3.601, 5.561], [-1.052, -1.677, 4.539], [-1.332, 5.157, -5.595], [-0.945, 3.867, -4.158], [0.116, 4.516, -1.741], [0.385, 3.069, -1.331], [-1.126, 1.782, -2.173], [-2.090, 1.908, -3.205], [-2.063, 2.858, -4.128], [0.726, 5.345, -1.417], [1.066, 2.989, -0.483], [-2.878, 1.169, -3.221], [-2.814, 2.886, -4.903]]
}



(4)
{
  "formula": "C16H34N3S",
  "method": "wB97M-V/def2-TZVPD",
  "homo_lumo_gap_ev": 9.858,
  "e_lumo_ev": -2.201,
  "charge": 1,
  "homo_energy_ev": -12.06,
  "e_above_lowest_kj_mol": 3.7,
  "smiles": "CCCCCCCCNC(=S)NCC[NH+]1CCCCC1",
  "energy_ha": -1192.3320,
  "elements": ["C", "C", "C", "C", "C", "C", "C", "C", "N", "C", "S", "N", "C", "C", "N", "C", "C", "C", "C", "C", "H", "H", "H", "H", "H", "H", "H", "H", "H", "H", "H", "H", "H", "H", "H", "H", "H", "H", "H", "H", "H", "H", "H", "H", "H", "H", "H", "H", "H", "H", "H", "H", "H", "H"],
  "xyz": [[-7.209, 0.813, 4.488], [-7.073, 1.222, 3.026], [-5.984, 0.424, 2.312], [-5.841, 0.844, 0.851], [-4.886, -0.041, 0.048], [-3.444, -0.062, 0.558], [-2.784, 1.316, 0.527], [-1.295, 1.250, 0.853], [-0.586, 0.567, -0.211], [0.641, 0.058, -0.173], [1.202, -0.780, -1.518], [1.409, 0.255, 0.921], [2.594, -0.514, 1.236], [3.871, 0.075, 0.616], [4.043, -0.368, -0.783], [4.759, -1.656, -0.882], [4.709, -2.173, -2.314], [5.341, -1.157, -3.260], [4.634, 0.184, -3.102], [4.681, 0.643, -1.650], [-6.276, 0.982, 5.023], [-7.462, -0.242, 4.566], [-7.991, 1.390, 4.974], [-6.837, 2.287, 2.967], [-8.026, 1.067, 2.517], [-5.039, 0.571, 2.840], [-6.230, -0.640, 2.359], [-6.824, 0.788, 0.377], [-5.520, 1.886, 0.800], [-4.888, 0.298, -0.991], [-5.266, -1.065, 0.059], [-3.423, -0.450, 1.578], [-2.875, -0.756, -0.066], [-2.918, 1.771, -0.458], [-3.261, 1.967, 1.259], [-0.894, 2.266, 0.969], [-1.155, 0.705, 1.793], [-1.090, 0.450, -1.080], [1.011, 0.804, 1.667], [2.703, -0.529, 2.321], [2.456, -1.544, 0.890], [4.744, -0.226, 1.199], [3.803, 1.165, 0.639], [3.017, -0.543, -1.168], [4.291, -2.373, -0.206], [5.796, -1.503, -0.570], [5.238, -3.124, -2.367], [3.671, -2.348, -2.601], [5.256, -1.503, -4.288], [6.403, -1.047, -3.030], [5.107, 0.941, -3.728], [3.593, 0.089, -3.417], [4.141, 1.586, -1.540], [5.715, 0.787, -1.325]]
}



(5)
{
  "formula": "C2H8N2",
  "method": "wB97M-V/def2-TZVPD",
  "homo_lumo_gap_ev": 11.031,
  "e_lumo_ev": 1.167,
  "charge": 0,
  "homo_energy_ev": -9.86,
  "e_above_lowest_kj_mol": 63.2,
  "smiles": "C=NC.N",
  "energy_ha": -190.4748,
  "elements": ["C", "N", "C", "H", "H", "H", "H", "H", "N", "H", "H", "H"],
  "xyz": [[0.911, -0.775, -1.073], [0.786, -0.517, 0.150], [1.289, 0.740, 0.624], [1.361, -0.051, -1.774], [0.557, -1.693, -1.524], [0.483, 1.366, 1.012], [2.001, 0.554, 1.429], [1.742, 1.354, -0.170], [-2.257, 0.058, 0.403], [-1.361, -0.423, 0.321], [-2.746, -0.102, -0.473], [-2.766, -0.510, 1.076]]
}



(6)
{
  "formula": "C4H8O3",
  "method": "wB97M-V/def2-TZVPD",
  "homo_lumo_gap_ev": 9.785,
  "e_lumo_ev": 0.859,
  "charge": 0,
  "homo_energy_ev": -8.93,
  "e_above_lowest_kj_mol": 346.9,
  "energy_ha": -382.8327,
  "elements": ["C", "O", "C", "O", "C", "C", "O", "H", "H", "H", "H", "H", "H", "H", "H"],
  "xyz": [[-2.938, 0.158, -0.437], [-2.185, -0.965, 0.033], [-0.898, -0.979, 0.238], [-0.355, 0.233, 0.077], [0.932, 0.179, 0.732], [2.017, 0.013, -0.302], [3.238, -0.051, 0.402], [-2.656, 0.365, -1.470], [-3.971, -0.185, -0.386], [-2.797, 1.050, 0.178], [1.011, 1.105, 1.299], [0.955, -0.670, 1.423], [1.817, -0.910, -0.871], [1.971, 0.864, -0.993], [3.952, -0.103, -0.242]]
}



(7)
{
  "formula": "C5H6O2",
  "method": "wB97M-V/def2-TZVPD",
  "homo_lumo_gap_ev": 10.342,
  "e_lumo_ev": 0.978,
  "charge": 0,
  "homo_energy_ev": -9.36,
  "e_above_lowest_kj_mol": 299.5,
  "energy_ha": -344.4878,
  "elements": ["O", "C", "C", "O", "C", "C", "C", "H", "H", "H", "H", "H", "H"],
  "xyz": [[0.631, 1.525, -1.051], [0.129, 0.448, -0.222], [1.363, -0.429, 0.004], [1.516, -0.600, -1.429], [0.438, 0.274, -1.640], [-1.392, -0.386, 1.501], [-1.121, 0.507, 0.550], [1.177, -1.374, 0.524], [2.235, 0.095, 0.400], [-0.087, 0.249, -2.583], [-0.665, -1.141, 1.796], [-2.352, -0.418, 2.005], [-1.847, 1.265, 0.257]]
}



(8)
{
  "formula": "C6H37NO13",
  "method": "wB97M-V/def2-TZVPD",
  "homo_lumo_gap_ev": 9.359,
  "e_lumo_ev": 0.215,
  "charge": 0,
  "homo_energy_ev": -9.14,
  "e_above_lowest_kj_mol": 330.7,
  "energy_ha": -1283.6321,
  "elements": ["C", "N", "C", "O", "C", "C", "C", "C", "H", "H", "H", "H", "H", "H", "H", "H", "H", "H", "H", "H", "H", "H", "H", "O", "H", "H", "O", "H", "H", "O", "H", "H", "O", "H", "H", "O", "H", "H", "O", "H", "H", "O", "H", "H", "O", "H", "H", "O", "H", "H", "O", "H", "H", "O", "H", "H", "O"],
  "xyz": [[1.060, -0.413, -0.408], [2.366, -1.014, -0.672], [3.204, -1.394, 0.352], [4.348, -1.762, 0.194], [0.688, 1.107, -0.805], [0.204, 1.902, 0.449], [-0.189, 3.327, 0.051], [-0.934, 1.105, 0.985], [0.802, -0.501, 0.642], [0.434, -0.930, -1.139], [2.867, -0.757, -1.512], [2.691, -1.552, 1.290], [-0.142, 1.005, -1.508], [1.535, 1.624, -1.253], [1.077, 2.012, 1.094], [-1.115, 3.099, -0.531], [-0.337, 4.021, 0.852], [0.550, 3.754, -0.672], [-1.655, 0.891, 0.164], [-1.474, 1.694, 1.743], [-0.843, 0.138, 1.507], [4.616, 1.511, 0.074], [3.218, 1.557, -0.412], [3.709, 1.416, 0.405], [0.537, -3.124, -2.675], [-1.071, -3.419, -2.737], [-0.266, -3.122, -3.186], [-4.215, -0.081, -1.388], [-4.186, -0.435, 0.081], [-4.123, -0.850, -0.819], [-1.979, -2.999, -0.479], [-2.679, -1.676, -0.756], [-1.790, -2.117, -0.807], [1.719, -0.166, 3.295], [1.874, -1.549, 3.820], [1.182, -0.907, 3.630], [-1.600, -1.164, 3.569], [-2.270, 0.165, 4.372], [-2.108, -0.343, 3.585], [-0.176, -1.884, -4.207], [-0.977, -1.171, -3.126], [-0.442, -1.008, -3.913], [2.273, 0.330, -4.321], [1.146, -0.346, -3.375], [2.053, 0.036, -3.434], [-4.442, -0.270, 2.027], [-2.791, 0.065, 1.731], [-3.725, 0.207, 1.623], [-1.918, 2.697, -3.084], [-2.095, 1.191, -2.782], [-2.559, 2.033, -2.812], [-0.274, -3.167, 1.753], [0.167, -1.878, 2.630], [-0.400, -2.658, 2.556], [2.766, 2.389, 3.380], [3.063, 1.813, 2.062], [2.622, 1.567, 2.898]]
}